Density functional theory data (ωB97M-V with the def2-TZVPD basis set) for a single C19H22O6 molecule.

Net charge = 0
HOMO-LUMO gap = 0.316 Eh
LUMO level = 0.59 eV

Bonds (Å) are listed after each position.
Element x y z (Å)
1 C 2.34887 2.84934 1.39865  H2 1.095, O3 1.409, H46 1.094, H47 1.089
2 H 2.32926 2.70391 2.48330  C1 1.095
3 O 1.06200 3.10716 0.88590  C1 1.409, C4 1.358
4 C 0.13874 2.11340 0.95126  O3 1.358, C5 1.382, C9 1.397
5 C 0.28478 0.94207 1.67064  C4 1.382, C6 1.393, H45 1.076
6 C -0.71632 -0.02611 1.63474  C5 1.393, C7 1.392, O43 1.358
7 C -1.86341 0.15032 0.86627  C6 1.392, C8 1.405, C16 1.504
8 C -2.00849 1.35880 0.16466  C7 1.405, C9 1.382, O11 1.368
9 C -1.02951 2.33337 0.21820  C4 1.397, C8 1.382, H10 1.077
10 H -1.11940 3.27194 -0.30244  C9 1.077
11 O -3.15348 1.47655 -0.57425  C8 1.368, C12 1.406
12 C -3.42193 2.70252 -1.20832  O11 1.406, H13 1.095, H14 1.089, H15 1.094
13 H -2.68673 2.92513 -1.98915  C12 1.095
14 H -4.40406 2.58733 -1.66500  C12 1.089
15 H -3.44954 3.52868 -0.49171  C12 1.094
16 C -2.92714 -0.90236 0.71646  C7 1.504, H17 1.091, H18 1.094, C19 1.546
17 H -3.89091 -0.40027 0.61931  C16 1.091
18 H -2.98086 -1.55329 1.59371  C16 1.094
19 C -2.72458 -1.77087 -0.54620  C16 1.546, C20 1.514, H41 1.088, H42 1.092
20 C -1.51454 -2.66688 -0.38475  C19 1.514, O21 1.216, C22 1.478
21 O -1.65220 -3.82306 -0.03308  C20 1.216
22 C -0.17388 -2.06315 -0.53483  C20 1.478, C23 1.399, C27 1.390
23 C 0.07998 -0.89574 -1.26310  C22 1.399, C24 1.380, H40 1.076
24 C 1.33156 -0.31447 -1.24633  C23 1.380, C25 1.416, O35 1.360
25 C 2.36553 -0.89650 -0.47354  C24 1.416, C26 1.385, O30 1.358
26 C 2.12416 -2.08297 0.19925  C25 1.385, C27 1.382, H29 1.078
27 C 0.87066 -2.66348 0.15906  C22 1.390, C26 1.382, H28 1.079
28 H 0.67676 -3.57619 0.70088  C27 1.079
29 H 2.90245 -2.55580 0.77578  C26 1.078
30 O 3.53796 -0.21126 -0.45849  C25 1.358, C31 1.407
31 C 4.61831 -0.74814 0.26611  O30 1.407, H32 1.089, H33 1.095, H34 1.094
32 H 5.43786 -0.04302 0.13599  C31 1.089
33 H 4.38328 -0.83851 1.33179  C31 1.095
34 H 4.91763 -1.72611 -0.12342  C31 1.094
35 O 1.68281 0.81542 -1.91736  C24 1.360, C36 1.406
36 C 0.71409 1.44633 -2.71682  O35 1.406, H37 1.096, H38 1.094, H39 1.089
37 H 0.37155 0.79175 -3.52576  C36 1.096
38 H -0.14200 1.77197 -2.11768  C36 1.094
39 H 1.20984 2.31703 -3.14289  C36 1.089
40 H -0.70639 -0.44822 -1.84619  C23 1.076
41 H -2.63742 -1.11870 -1.41223  C19 1.088
42 H -3.59901 -2.41255 -0.66955  C19 1.092
43 O -0.49546 -1.13450 2.38801  C6 1.358, H44 0.965
44 H -1.17358 -1.79992 2.21776  O43 0.965
45 H 1.15654 0.72995 2.26473  C5 1.076
46 H 2.79430 1.97530 0.91466  C1 1.094
47 H 2.94007 3.73356 1.16567  C1 1.089

Mulliken population analysis, charges in e, atoms 1 to 5: -0.53, 0.32, -0.48, 0.50, -0.96